(1)
{"formula": "C3H4O2Ru", "method": "ωB97M-V/def2-TZVPD", "species": ["C", "C", "O", "C", "O", "H", "H", "H", "Ru", "H"], "xyz": [[1.533559, -1.020506, 0.191331], [0.272345, -1.040085, -0.232125], [-0.505771, 0.144998, -0.206495], [-1.270459, 0.374742, 0.829199], [-0.705990, 1.375054, 1.472638], [1.858033, -2.033106, 0.470310], [-0.335516, -1.906823, -0.511858], [-1.255424, 1.612108, 2.228308], [2.592743, 0.667905, 0.709130], [3.166415, 1.999073, -0.181008]], "atomic_forces_ev_per_a": [[0.10, -0.20, 0.68], [-1.95, 0.70, 0.17], [2.70, -0.51, -1.70], [-0.98, 0.08, 1.71], [0.21, -0.03, -0.45], [0.54, 0.28, -0.33], [0.42, 0.12, 0.03], [-0.29, 0.06, 0.21], [-0.57, -0.38, -0.51], [-0.19, -0.12, 0.18]], "mulliken_spin": [0.07, 0.14, 0.04, 0.04, 0.01, -0.01, 0.03, 0.00, 4.45, 0.23], "energy_ev": -9835.812, "spin_multiplicity": 6, "homo_lumo_gap_ev": [8.483, 5.143], "e_above_lowest_kj_mol": 296.8, "e_lumo_ev": [-5.041, -8.093], "s2": 8.767, "total_charge": 1}

---

(2)
{"formula": "C19H41BN2O15", "method": "ωB97M-V/def2-TZVPD", "species": ["C", "N", "C", "B", "O", "N", "C", "O", "O", "H", "H", "H", "H", "H", "H", "H", "H", "H", "C", "C", "O", "C", "O", "O", "C", "H", "H", "H", "H", "H", "H", "H", "H", "C", "C", "O", "C", "O", "O", "C", "H", "H", "H", "H", "H", "H", "H", "H", "C", "C", "O", "C", "O", "O", "C", "H", "H", "H", "H", "H", "H", "H", "H", "C", "C", "O", "C", "O", "O", "C", "H", "H", "H", "H", "H", "H", "H", "H"], "xyz": [[-1.778686, 0.087773, -0.053845], [-2.960743, -0.436667, 0.647509], [-3.259845, -1.823809, 0.272460], [-3.146277, -0.201365, 2.062097], [-4.430877, -0.244318, 2.556096], [-2.140246, 0.048770, 3.093647], [-1.106793, -0.895686, 3.305465], [-1.095372, -1.713745, 4.226969], [-0.096870, -0.814698, 2.415931], [-1.241497, -0.723208, -0.526709], [-2.094456, 0.760578, -0.842721], [-1.133283, 0.662310, 0.581945], [-2.470454, -2.494467, 0.602124], [-3.398670, -1.905310, -0.795409], [-4.180097, -2.119836, 0.754877], [-5.031349, 0.022445, 1.863576], [-2.619436, 0.129270, 3.978886], [-0.026054, 0.091679, 2.116754], [1.234844, 5.525792, 0.456232], [1.558885, 4.096600, 0.082223], [0.435441, 3.444409, -0.533143], [0.264371, 3.715428, -1.821996], [0.970656, 4.405685, -2.503499], [-0.795609, 3.032634, -2.244491], [-1.099897, 3.208941, -3.630776], [0.344014, 5.560563, 1.084139], [2.066595, 5.966042, 1.005113], [1.049753, 6.130224, -0.430685], [1.775854, 3.505060, 0.966294], [2.419732, 4.043348, -0.583356], [-0.224692, 3.020685, -4.247082], [-1.470794, 4.215885, -3.811457], [-1.875544, 2.485610, -3.861134], [2.885799, 5.420994, 4.894781], [1.720010, 4.456831, 4.904788], [1.770490, 3.550972, 3.789685], [2.601444, 2.520333, 3.937716], [3.260479, 2.277928, 4.908062], [2.541664, 1.780817, 2.831446], [3.388013, 0.622003, 2.854474], [2.937261, 5.946710, 3.941026], [2.771657, 6.154882, 5.691748], [3.827155, 4.894652, 5.043933], [0.777516, 4.987860, 4.789305], [1.679316, 3.888843, 5.832389], [3.200832, 0.026800, 3.743946], [4.434324, 0.915614, 2.808387], [3.138409, 0.041880, 1.972377], [7.263578, -1.800842, -2.540217], [6.119503, -2.442968, -1.787104], [5.505313, -1.522266, -0.871534], [4.641085, -0.674671, -1.417037], [4.312166, -0.634878, -2.570247], [4.176642, 0.114804, -0.449975], [3.246721, 1.110111, -0.892584], [7.983042, -1.370977, -1.843083], [7.772450, -2.544030, -3.153156], [6.903686, -1.005769, -3.191327], [6.477441, -3.258122, -1.162547], [5.365964, -2.838985, -2.465722], [2.438812, 0.659520, -1.463843], [3.753546, 1.859994, -1.496763], [2.849839, 1.572630, 0.007500], [-7.777440, -6.198040, -3.713782], [-6.572320, -5.580276, -4.388176], [-5.781318, -4.817271, -3.464294], [-4.960955, -5.530993, -2.700616], [-4.802819, -6.719828, -2.744707], [-4.315883, -4.691002, -1.895351], [-3.400448, -5.320430, -0.995236], [-8.362357, -5.431302, -3.205422], [-8.410704, -6.687787, -4.452868], [-7.473314, -6.938875, -2.976098], [-6.879589, -4.864819, -5.147555], [-5.949448, -6.335917, -4.863871], [-2.706518, -5.965156, -1.528145], [-3.939951, -5.896440, -0.245822], [-2.853693, -4.519152, -0.510519]], "atomic_forces_ev_per_a": [[-0.94, -0.18, -0.28], [1.00, 0.00, 0.59], [-0.35, 0.58, 0.10], [-0.22, 0.11, -0.36], [0.24, 0.29, 0.38], [0.33, -0.70, 0.18], [0.04, -1.19, 1.73], [-0.01, 1.82, -2.13], [0.07, -0.58, 0.45], [0.44, -0.19, 0.04], [-0.08, 0.17, -0.26], [0.31, 0.23, 0.34], [0.26, -0.24, -0.06], [-0.01, -0.10, -0.37], [-0.27, -0.22, 0.07], [-0.44, -0.17, -0.30], [-0.17, 0.11, 0.18], [-0.12, 0.37, -0.32], [-0.15, 0.02, -0.09], [0.24, 0.18, 0.23], [-0.01, -0.04, 0.19], [0.11, -0.39, 0.00], [0.11, 0.31, -0.17], [-0.24, -0.06, -0.08], [-0.11, -0.05, -0.11], [0.04, -0.03, 0.07], [0.03, -0.01, 0.03], [0.05, -0.01, -0.03], [-0.09, -0.07, 0.10], [-0.06, 0.05, -0.10], [0.05, 0.05, 0.01], [0.06, 0.04, -0.02], [-0.03, -0.02, 0.06], [0.10, -0.10, -0.12], [-0.07, 0.26, 0.20], [-0.04, 0.08, -0.13], [-0.32, -0.01, 0.00], [0.28, -0.03, 0.22], [-0.01, -0.08, -0.19], [0.05, -0.27, -0.10], [-0.05, 0.06, 0.01], [-0.02, 0.01, 0.02], [-0.01, -0.03, 0.05], [-0.02, -0.04, -0.10], [0.06, -0.08, -0.02], [0.02, 0.06, 0.07], [0.01, 0.03, 0.07], [-0.03, 0.06, -0.05], [-0.03, 0.17, 0.04], [0.18, -0.24, -0.15], [0.09, -0.06, 0.08], [-0.04, -0.10, 0.19], [-0.05, 0.06, -0.32], [-0.10, 0.19, 0.10], [-0.08, 0.07, 0.11], [0.04, -0.06, 0.01], [0.00, -0.03, 0.00], [-0.04, -0.03, -0.03], [-0.02, 0.04, 0.10], [-0.05, 0.08, -0.02], [0.01, -0.02, -0.06], [0.00, -0.02, -0.08], [0.06, -0.05, 0.03], [0.05, 0.02, 0.17], [-0.21, -0.11, -0.23], [-0.09, 0.10, -0.04], [0.10, 0.19, -0.13], [-0.01, -0.32, 0.06], [0.09, 0.12, 0.16], [0.11, 0.00, 0.14], [-0.04, 0.02, -0.05], [0.00, 0.00, -0.03], [0.03, -0.04, -0.03], [0.03, 0.09, 0.04], [0.05, -0.03, 0.07], [-0.05, -0.06, -0.05], [-0.02, -0.07, -0.04], [-0.03, 0.08, -0.02]], "mulliken_charge": [-1.03, 0.05, -1.46, 0.42, -0.56, -0.16, 0.58, -0.61, -0.33, 0.33, 0.34, 0.31, 0.40, 0.55, 0.44, 0.32, 0.20, 0.18, -1.38, 0.46, -0.17, 0.70, -0.57, -0.23, -0.73, 0.29, 0.32, 0.43, -0.22, 0.29, 0.34, 0.30, 0.22, -1.08, -0.28, -0.27, 0.52, -0.56, -0.10, -0.81, 0.22, 0.39, 0.31, 0.32, 0.34, 0.42, 0.34, 0.17, -1.10, -0.18, -0.37, 0.67, -0.56, -0.22, -0.32, 0.29, 0.36, 0.31, 0.30, 0.32, 0.39, 0.37, -0.24, -1.09, -0.18, -0.36, 0.73, -0.56, -0.25, -0.52, 0.29, 0.35, 0.31, 0.29, 0.32, 0.34, 0.32, 0.06], "energy_ev": -54741.202, "homo_lumo_gap_ev": 9.555, "e_lumo_ev": 0.413, "smiles": "CN(C)B(O)NC(=O)O.CCOC(=O)OC.CCOC(=O)OC.CCOC(=O)OC.CCOC(=O)OC"}

---

(3)
{"formula": "CH3ClOSi", "method": "ωB97M-V/def2-TZVPD", "species": ["O", "C", "Si", "Cl", "H", "H", "H"], "xyz": [[1.422700, 0.203591, -1.863307], [0.862688, 1.242377, -1.572989], [-0.555295, 0.940992, -0.280916], [-1.446591, 2.667332, 0.558223], [1.239704, 2.063107, -2.054237], [-1.116714, -0.045766, -1.109190], [-0.163606, 0.309459, 0.996348]], "atomic_forces_ev_per_a": [[-0.38, -0.31, 0.23], [-0.15, -2.52, 1.54], [1.16, 1.30, 1.18], [0.02, -0.69, -0.89], [0.58, 3.03, -1.13], [-1.61, -0.75, -0.60], [0.39, -0.08, -0.34]], "mulliken_charge": [-0.41, -0.16, 0.58, -0.25, 0.44, -0.11, -0.09], "energy_ev": -23532.732, "homo_lumo_gap_ev": 9.881, "e_above_lowest_kj_mol": 65.6, "e_lumo_ev": 0.038, "smiles": "O=C[SiH2]Cl"}